[1]
The following is a DFT calculation (ωB97M-V/def2-TZVPD) of a cluster of 2 separate species, C2H7NO in total in a non-equilibrium geometry.

```
11
Properties=species:S:1:pos:R:3:lowdin_spin:R:1
C -1.29 0.41 1.00 0.088
C -0.80 0.05 -0.41 0.063
N 0.50 0.15 0.18 0.734
H -2.41 0.68 0.89 0.050
H -0.94 1.32 1.47 0.006
H -1.15 -0.46 1.72 0.000
H -1.19 -0.96 -0.73 0.010
H -1.04 0.88 -1.16 0.008
H 2.94 -0.18 -1.58 0.005
H 2.37 -0.89 -0.32 0.010
O 3.02 -0.98 -1.06 0.026
```

Properties
* 2S+1: 2
* Kohn-Sham gap (spin up / spin down): 0.2357 / 0.2134 hartree
* ΔE to the lowest compared entry with this formula, charge and spin: 186.2 kJ/mol
* electronic energy: -210.26111 Eh
* charge: -1

[2]
The following is a DFT calculation (ωB97M-V/def2-TZVPD) of a cluster of 9 separate species, C3H24NO8 in total in a non-equilibrium geometry.

```
36
Properties=species:S:1:pos:R:3:nbo_charge:R:1
C -0.72 -0.25 -3.43 -0.674
C -0.39 0.08 -1.99 -0.275
C -1.83 -1.61 -0.87 0.127
N -0.66 -1.05 -1.07 -0.398
H -1.18 -1.18 -3.74 0.246
H -1.70 0.23 -3.83 0.234
H 0.16 0.03 -4.04 0.248
H 0.78 0.24 -2.02 0.241
H -0.73 1.12 -1.71 0.263
H -1.69 -2.49 -0.21 0.238
H -2.83 -1.29 -1.21 0.249
H 0.14 -1.44 -0.59 0.473
H 1.01 3.71 2.02 0.487
H 0.92 2.13 2.29 0.492
O 1.30 2.83 1.78 -0.979
H -3.51 0.42 1.30 0.474
H -2.68 1.54 0.93 0.506
O -2.90 0.67 0.58 -0.964
H 3.45 1.20 1.74 0.471
H 3.45 2.31 0.67 0.482
O 3.83 1.53 0.85 -0.947
H 1.11 -1.42 1.72 0.493
H 1.47 -2.36 2.98 0.496
O 0.77 -2.20 2.26 -0.980
H -1.50 -0.21 1.77 0.485
H -0.13 -0.56 2.60 0.488
O -0.73 0.21 2.30 -1.005
H 2.31 0.11 0.30 0.469
H 3.40 -0.70 0.53 0.502
O 2.42 -0.76 0.20 -0.961
H -1.74 4.00 0.83 0.488
H -1.57 3.70 -0.74 0.486
O -1.65 3.25 0.13 -0.969
H 0.45 -4.07 0.02 0.496
H 0.81 -4.15 -1.54 0.507
O 0.34 -3.58 -0.79 -0.991
```

Properties
* Kohn-Sham gap: 0.3686 hartree
* ΔE to the lowest compared entry with this formula, charge and spin: 181.0 kJ/mol
* electronic energy: -785.04199 Eh
* charge: +1

[3]
The following is a DFT calculation (ωB97M-V/def2-TZVPD) of a cluster of 10 separate species, C17H55N15O13 in total in a non-equilibrium geometry.

```
100
Properties=species:S:1:pos:R:3:mulliken_charge:R:1
C 6.62 0.58 1.14 -0.827
O 5.31 0.34 1.60 -0.242
C 4.84 1.32 2.62 -0.955
C 4.15 2.59 1.85 -0.669
N 3.20 2.23 0.92 0.066
C 3.13 3.47 0.04 -0.848
C 1.80 4.14 -0.13 -0.025
O 1.68 5.13 -1.20 -0.600
C 0.39 5.78 -1.24 -0.667
H 7.34 0.70 1.94 0.364
H 6.73 1.27 0.30 0.299
H 6.97 -0.35 0.69 0.276
H 5.58 1.63 3.35 0.475
H 4.01 0.81 3.10 0.309
H 5.06 3.11 1.55 0.364
H 3.61 3.25 2.53 0.391
H 3.40 1.34 0.48 0.035
H 3.27 3.04 -0.95 0.107
H 3.94 4.20 0.04 0.489
H 1.62 4.61 0.84 0.504
H 1.04 3.36 -0.11 -0.012
H 0.51 6.44 -2.10 0.283
H 0.17 6.39 -0.36 0.420
H -0.55 5.24 -1.24 0.148
N -2.08 -1.74 3.44 -0.153
C -2.35 -2.98 3.11 0.545
N -3.54 -3.38 3.61 -0.358
O -1.52 -3.69 2.56 -0.797
H -1.15 -1.35 3.39 0.137
H -2.80 -1.09 3.72 0.151
H -3.87 -4.32 3.77 0.226
H -4.09 -2.73 4.16 0.135
N -4.75 2.78 3.18 -0.418
C -3.94 1.77 2.74 0.627
N -3.82 1.76 1.46 -0.016
O -3.32 0.90 3.37 -0.705
H -4.78 3.13 4.13 0.228
H -5.18 3.41 2.52 0.125
H -3.17 1.17 0.96 -0.112
H -4.60 2.29 1.10 0.155
N 1.76 3.39 -3.37 -0.156
C 1.53 2.04 -3.33 0.485
N 0.73 1.85 -2.39 0.372
O 1.93 1.20 -4.14 -0.867
H 2.25 3.79 -4.15 0.209
H 1.49 3.98 -2.60 0.201
H 0.57 0.89 -2.09 0.002
H 0.45 2.67 -1.88 -0.257
N -2.06 -5.43 0.64 -0.176
C -2.27 -4.71 -0.42 0.408
N -1.93 -3.54 -0.31 0.017
O -2.96 -5.11 -1.33 -0.782
H -2.38 -6.37 0.81 0.201
H -1.59 -4.93 1.38 0.229
H -1.41 -3.07 0.41 0.022
H -2.27 -2.99 -1.09 0.125
N 5.21 -1.07 -1.46 -0.347
C 4.10 -0.55 -1.85 0.363
N 4.12 -0.33 -3.14 -0.384
O 3.22 -0.21 -1.15 -0.294
H 5.67 -1.55 -2.22 0.154
H 5.29 -1.35 -0.49 0.252
H 3.19 -0.08 -3.45 0.297
H 4.85 -0.59 -3.78 0.135
N 0.93 -0.97 1.19 -0.153
C -0.11 -0.29 0.84 0.642
N 0.17 0.97 0.57 0.183
O -1.23 -0.77 0.88 -0.125
H 1.83 -0.52 1.26 0.080
H 0.88 -1.98 1.12 -0.028
H -0.58 1.63 0.41 0.056
H 1.13 1.26 0.64 -0.220
N -2.34 2.78 -3.78 -0.382
C -2.56 2.57 -2.50 0.815
N -3.56 1.79 -2.27 -0.275
O -1.81 3.06 -1.68 -0.609
H -1.60 3.44 -3.99 0.226
H -2.89 2.39 -4.54 0.148
H -4.03 1.48 -3.11 0.113
H -3.94 1.67 -1.34 -0.007
O -6.52 -1.37 -1.86 -0.556
C -6.25 -1.32 -0.44 -0.657
C -4.94 -1.99 -0.07 -0.078
O -3.88 -1.00 -0.15 -0.229
H -5.80 -1.06 -2.41 0.301
H -6.37 -0.28 -0.13 0.245
H -7.05 -1.86 0.05 0.344
H -4.70 -2.86 -0.67 0.344
H -5.11 -2.22 0.98 0.198
H -3.30 -1.24 0.58 -0.011
O 0.92 -3.38 -0.31 -0.280
C 1.77 -4.47 -0.74 -0.501
C 1.80 -5.60 0.23 -0.370
O 1.96 -5.04 1.49 -0.613
H 0.09 -3.57 -0.75 0.127
H 1.48 -4.83 -1.73 0.387
H 2.71 -3.99 -1.01 0.279
H 2.51 -6.31 -0.20 0.393
H 0.84 -6.11 0.33 0.224
H 1.20 -4.47 1.61 0.326
```

Properties
* Kohn-Sham gap: 0.3301 hartree
* electronic energy: -2480.22528 Eh
* SMILES: COCCNCCOC.NC(N)=O.NC(N)=O.NC(N)=O.NC(N)=O.NC(N)=O.NC(N)=O.NC(N)=O.OCCO.OCCO

[4]
The following is a DFT calculation (ωB97M-V/def2-TZVPD) of a cluster of 8 separate species, C49H47BrF7N2O in total in a non-equilibrium geometry.

```
107
Properties=species:S:1:pos:R:3:mulliken_charge:R:1
C 1.03 -1.69 1.34 -0.785
C 1.08 -0.62 0.06 0.313
O 1.67 -0.94 -1.11 -0.559
N 0.36 0.69 0.28 0.200
C 1.22 1.88 -0.18 -0.883
C -1.01 0.75 -0.34 -0.078
N -1.82 1.40 0.80 0.012
C -2.96 0.85 1.33 -0.269
C -3.16 -0.53 0.43 0.029
C -1.88 -0.59 -0.64 -0.512
Br -2.48 -0.69 -2.58 -0.058
H 0.07 -2.38 1.26 0.254
H 0.88 -1.01 2.31 0.294
H 2.04 -2.28 1.36 0.226
H 2.33 1.72 0.24 0.261
H 0.86 2.91 0.27 0.243
H 1.34 1.93 -1.36 0.339
H -1.06 1.46 -1.28 0.445
H -1.37 2.29 1.15 0.303
H -3.65 1.20 2.21 0.411
H -3.38 -1.53 0.99 0.157
H -4.11 -0.24 -0.22 0.341
H -1.46 -1.66 -0.40 0.357
F 4.16 -2.05 2.33 -0.294
C 5.17 -1.58 1.58 0.409
C 5.00 -1.46 0.21 -0.121
C 6.05 -0.97 -0.57 -0.503
C 7.26 -0.61 0.03 -0.532
C 7.42 -0.74 1.41 -0.535
C 6.37 -1.22 2.19 -0.461
H 4.06 -1.76 -0.24 0.302
H 5.92 -0.87 -1.65 0.494
H 8.07 -0.24 -0.58 0.444
H 8.36 -0.47 1.88 0.394
H 6.47 -1.32 3.27 0.420
F 6.97 -5.71 -1.41 -0.318
C 5.99 -5.40 -2.27 0.202
C 5.11 -4.37 -1.96 -0.269
C 4.09 -4.04 -2.85 -0.172
C 3.96 -4.76 -4.04 -0.665
C 4.84 -5.80 -4.34 -0.413
C 5.87 -6.12 -3.45 -0.453
H 5.23 -3.83 -1.02 0.444
H 3.41 -3.23 -2.62 0.422
H 3.16 -4.50 -4.74 0.385
H 4.73 -6.35 -5.27 0.387
H 6.57 -6.91 -3.67 0.438
F -4.56 -2.46 2.35 -0.356
C -5.33 -3.45 1.88 0.377
C -6.37 -3.15 1.02 -0.229
C -7.17 -4.18 0.52 -0.490
C -6.92 -5.50 0.90 -0.445
C -5.87 -5.79 1.78 -0.423
C -5.06 -4.76 2.26 -0.450
H -6.56 -2.12 0.74 0.469
H -7.99 -3.96 -0.16 0.369
H -7.54 -6.30 0.52 0.371
H -5.67 -6.82 2.07 0.370
H -4.24 -4.97 2.93 0.407
F 2.38 4.18 0.87 -0.323
C 3.39 4.65 0.12 0.467
C 3.22 4.77 -1.26 -0.120
C 4.27 5.26 -2.04 -0.518
C 5.48 5.62 -1.44 -0.495
C 5.64 5.49 -0.05 -0.433
C 4.59 5.01 0.73 -0.512
H 2.28 4.48 -1.71 0.383
H 4.14 5.36 -3.11 0.371
H 6.29 6.00 -2.05 0.384
H 6.58 5.77 0.41 0.379
H 4.69 4.91 1.80 0.405
F 9.56 1.43 -4.00 -0.326
C 8.79 0.44 -4.47 0.288
C 7.75 0.74 -5.34 -0.417
C 6.95 -0.29 -5.83 -0.395
C 7.20 -1.61 -5.45 -0.484
C 8.25 -1.90 -4.58 -0.355
C 9.06 -0.87 -4.09 -0.379
H 7.56 1.77 -5.62 0.429
H 6.13 -0.07 -6.52 0.380
H 6.58 -2.42 -5.84 0.407
H 8.44 -2.93 -4.28 0.399
H 9.88 -1.08 -3.42 0.448
F -7.58 1.48 0.17 -0.346
C -7.14 2.69 0.53 0.009
C -8.00 3.58 1.16 -0.114
C -7.54 4.84 1.54 -0.565
C -6.22 5.20 1.28 -0.449
C -5.36 4.31 0.64 -0.539
C -5.82 3.04 0.27 -0.379
H -9.03 3.28 1.34 0.538
H -8.21 5.53 2.04 0.396
H -5.86 6.19 1.57 0.384
H -4.33 4.60 0.44 0.383
H -5.15 2.33 -0.21 0.674
F -12.03 2.95 5.02 -0.300
C -10.79 2.44 5.07 0.291
C -10.15 2.30 6.30 -0.419
C -8.87 1.76 6.35 -0.315
C -8.22 1.38 5.17 -0.603
C -8.87 1.53 3.94 -0.077
C -10.16 2.06 3.89 -0.565
H -10.66 2.60 7.21 0.414
H -8.36 1.64 7.30 0.363
H -7.22 0.97 5.20 0.362
H -8.37 1.24 3.02 0.404
H -10.68 2.18 2.94 0.451
```

Properties
* Kohn-Sham gap: 0.2211 hartree
* electronic energy: -5352.77057 Eh
* charge: +1

[5]
The following is a DFT calculation (ωB97M-V/def2-TZVPD) of the molecule C2H5N3OS in a non-equilibrium geometry.

```
12
Properties=species:S:1:pos:R:3:nbo_charge:R:1
N -1.19 -1.04 0.69 -0.676
N -1.22 -0.66 -0.72 -0.252
C -0.45 0.23 -1.30 -0.055
C 0.31 1.17 -0.23 0.616
O -0.03 2.30 -0.13 -0.541
N 1.13 0.55 0.84 -0.788
S 2.07 -0.63 -0.42 0.032
H -0.92 -0.27 1.32 0.368
H -2.01 -1.53 1.14 0.393
H -0.41 0.48 -2.42 0.253
H 1.87 0.98 1.59 0.447
H 0.84 -1.58 -0.37 0.202
```

Properties
* Kohn-Sham gap: 0.3382 hartree
* ΔE to the lowest compared entry with this formula, charge and spin: 527.2 kJ/mol
* electronic energy: -716.73991 Eh
* SMILES: N/N=C\C(=O)NS

[6]
The following is a DFT calculation (ωB97M-V/def2-TZVPD) of the molecule C6H6N4Si2 in a non-equilibrium geometry.

```
18
Properties=species:S:1:pos:R:3:nbo_charge:R:1
C 1.75 -0.35 -1.43 -1.079
Si 0.68 0.33 0.02 1.217
C 1.58 0.24 1.54 -1.163
C 0.51 2.25 -0.42 -0.115
N 0.37 3.38 -0.57 -0.286
Si -1.50 -0.60 0.07 0.949
C -2.40 0.29 -1.29 -0.163
N -2.73 1.00 -2.18 -0.212
C -2.63 -0.20 1.56 -0.129
N -3.22 0.24 2.47 -0.236
C -1.71 -2.44 -0.13 -0.150
N -1.85 -3.60 -0.12 -0.213
H 2.54 -0.96 -1.06 0.247
H 1.17 -0.91 -2.19 0.256
H 2.08 0.48 -2.09 0.273
H 1.78 -0.66 1.93 0.259
H 2.52 0.67 1.50 0.272
H 1.06 0.84 2.37 0.273
```

Properties
* Kohn-Sham gap: 0.4036 hartree
* electronic energy: -1030.22761 Eh
* SMILES: C[Si](C)(C#N)[Si](C#N)(C#N)C#N